Record 1
114
Properties=species:S:1:pos:R:3:lowdin_charge:R:1 method="wB97M-V/def2-TZVPD" charge=0 lumo_ev=0.170 orbital_gap_ev=7.09 max_force_ha_per_bohr=0.0089
Sc 0.282 -0.050 0.807 0.170
C -2.438 2.511 1.746 -0.139
C -1.322 3.485 1.360 -0.520
C -1.931 4.828 0.961 -0.103
P -0.258 2.607 0.136 1.035
C 1.364 3.499 0.046 -0.521
C 1.988 3.480 1.447 -0.122
C 1.448 4.908 -0.540 -0.098
C -1.044 2.746 -1.512 -0.349
C -1.292 3.994 -2.098 -0.106
C -1.761 4.093 -3.398 -0.073
C -1.973 2.937 -4.139 -0.072
C -1.762 1.698 -3.554 -0.097
C -1.333 1.568 -2.223 -0.283
Si -1.275 -0.166 -1.394 0.596
C -0.709 -1.233 -2.866 -0.299
C -1.559 -1.981 -3.690 -0.087
C -1.087 -2.598 -4.843 -0.076
C 0.247 -2.459 -5.206 -0.075
C 1.111 -1.744 -4.388 -0.098
C 0.653 -1.159 -3.203 -0.367
P 1.764 -0.370 -1.977 1.021
C 2.466 1.139 -2.796 -0.531
C 3.731 1.580 -2.047 -0.129
C 2.684 1.107 -4.305 -0.103
C 3.128 -1.609 -1.749 -0.575
C 2.507 -2.897 -1.190 -0.127
C 4.071 -1.938 -2.906 -0.102
C -3.097 -0.704 -1.182 -0.287
C -4.107 -0.466 -2.126 -0.099
C -5.330 -1.117 -2.062 -0.076
C -5.567 -2.055 -1.059 -0.075
C -4.598 -2.285 -0.098 -0.097
C -3.381 -1.595 -0.133 -0.389
P -2.170 -1.722 1.235 1.012
C -3.202 -1.450 2.763 -0.546
C -4.351 -0.461 2.525 -0.104
C -3.721 -2.713 3.447 -0.110
C -1.711 -3.516 1.270 -0.546
C -1.273 -3.973 -0.124 -0.102
C -0.577 -3.727 2.280 -0.115
H -3.082 2.945 2.516 0.092
H -3.062 2.297 0.871 0.084
H -2.048 1.569 2.134 0.004
H -0.660 3.623 2.218 0.104
H -2.619 4.710 0.121 0.074
H -2.508 5.213 1.806 0.083
H -1.189 5.581 0.699 0.059
H 1.945 2.836 -0.597 0.061
H 1.573 4.284 2.063 0.086
H 1.824 2.536 1.961 0.004
H 3.068 3.632 1.381 0.094
H 0.848 5.620 0.030 0.065
H 2.488 5.242 -0.477 0.084
H 1.156 4.952 -1.586 0.064
H -1.112 4.904 -1.544 0.083
H -1.946 5.068 -3.833 0.105
H -2.314 3.003 -5.166 0.105
H -1.930 0.803 -4.147 0.099
H -2.609 -2.078 -3.437 0.093
H -1.763 -3.173 -5.465 0.103
H 0.618 -2.914 -6.118 0.104
H 2.149 -1.648 -4.678 0.083
H 1.679 1.877 -2.607 0.080
H 4.584 0.956 -2.333 0.076
H 3.980 2.615 -2.299 0.084
H 3.623 1.505 -0.963 0.009
H 3.455 0.392 -4.598 0.063
H 1.767 0.865 -4.844 0.070
H 3.014 2.098 -4.635 0.083
H 3.719 -1.156 -0.955 0.004
H 1.855 -3.370 -1.930 0.078
H 3.293 -3.609 -0.922 0.087
H 1.927 -2.706 -0.288 0.027
H 3.597 -2.586 -3.644 0.065
H 4.452 -1.050 -3.411 0.053
H 4.934 -2.482 -2.508 0.084
H -3.931 0.238 -2.934 0.094
H -6.095 -0.909 -2.802 0.103
H -6.508 -2.592 -1.024 0.104
H -4.797 -2.995 0.698 0.098
H -2.484 -0.979 3.435 0.007
H -5.216 -0.964 2.087 0.071
H -4.661 -0.022 3.477 0.087
H -4.079 0.348 1.853 0.049
H -4.444 -3.250 2.827 0.067
H -2.923 -3.404 3.720 0.061
H -4.235 -2.426 4.369 0.085
H -2.588 -4.088 1.582 0.098
H -0.437 -3.366 -0.488 0.056
H -0.934 -5.013 -0.090 0.086
H -2.077 -3.898 -0.857 0.072
H 0.333 -3.236 1.928 0.056
H -0.803 -3.314 3.266 0.066
H -0.355 -4.792 2.392 0.088
O 5.094 -1.391 4.604 -0.059
C 3.746 -1.733 4.240 -0.205
C 2.777 -0.550 4.205 -0.598
C 2.771 0.183 5.552 -0.217
O 3.972 0.891 5.834 -0.056
C 1.398 -1.163 3.974 -0.546
Se -0.039 0.101 3.486 0.592
C 3.151 0.447 3.112 -0.531
Se 2.936 -0.168 1.251 0.652
H 5.503 -0.952 3.852 0.090
H 3.407 -2.450 4.990 0.132
H 3.733 -2.229 3.267 0.105
H 2.547 -0.546 6.342 0.129
H 1.968 0.920 5.545 0.108
H 4.687 0.245 5.788 0.067
H 1.059 -1.682 4.872 0.070
H 1.470 -1.895 3.177 0.010
H 4.191 0.754 3.204 0.060
H 2.543 1.335 3.237 0.015

***

Record 2
92
Properties=species:S:1:pos:R:3:lowdin_charge:R:1 method="wB97M-V/def2-TZVPD" charge=+2 lumo_ev=-5.364 e_above_lowest_ev=0.463 orbital_gap_ev=7.43 max_force_ha_per_bohr=0.0563
La -0.954 0.227 -0.196 1.571
C 2.684 1.028 -2.818 -0.256
As 2.037 0.868 -0.994 1.050
C 1.759 2.778 -0.562 -0.283
C 3.539 0.329 0.221 -0.313
C 3.964 -1.153 0.230 -0.680
C 4.372 -1.589 -1.216 -0.064
C 2.904 -2.072 0.834 -0.380
As 1.140 -2.294 -0.090 1.008
C 1.671 -3.110 -1.830 -0.250
C 0.395 -3.835 0.816 -0.314
C 5.303 -1.369 1.054 -0.333
As 5.045 -1.199 3.042 1.110
C 5.802 0.551 3.559 -0.336
C 6.696 -2.137 3.376 -0.340
H 3.528 1.676 -2.845 0.034
H 1.898 1.402 -3.455 0.017
H 3.038 0.038 -3.133 0.020
H 0.647 2.936 -0.631 -0.009
H 2.259 3.376 -1.360 0.048
H 2.168 3.100 0.384 0.024
H 3.373 0.625 1.239 0.049
H 4.432 0.919 -0.164 0.112
H 3.697 -1.262 -2.007 0.026
H 4.438 -2.646 -1.327 0.075
H 5.318 -1.109 -1.383 0.085
H 2.685 -1.881 1.928 0.029
H 3.234 -3.177 0.734 0.111
H 2.534 -3.770 -1.678 0.045
H 1.861 -2.298 -2.503 -0.003
H 0.726 -3.598 -2.049 0.026
H 0.899 -4.812 0.811 0.059
H -0.658 -3.896 0.497 0.005
H 0.253 -3.465 1.828 -0.005
H 6.086 -0.861 0.496 0.084
H 5.551 -2.433 0.943 0.069
H 5.040 1.342 3.575 0.002
H 6.662 0.775 2.942 0.023
H 6.224 0.356 4.533 0.017
H 6.788 -2.989 2.675 0.036
H 6.726 -2.553 4.361 0.015
H 7.516 -1.436 3.220 0.034
Cl 0.238 -1.774 4.824 0.647
C 0.603 -0.021 4.619 -1.558
Cl -0.498 0.966 5.618 0.665
Cl 2.309 0.345 4.917 0.668
C 0.297 0.259 3.265 -0.422
N 0.257 0.628 2.185 0.117
C -3.891 -1.036 3.005 -0.356
S -2.504 -1.615 1.974 0.613
C -3.431 -2.857 0.918 -0.336
H -4.805 -1.225 2.473 0.002
H -3.838 0.038 3.247 0.051
H -3.912 -1.590 3.930 0.041
H -4.309 -2.413 0.464 -0.027
H -3.736 -3.746 1.401 0.043
H -2.776 -3.024 0.051 0.029
Br -0.629 -2.987 -7.163 0.789
C -0.560 -1.281 -6.363 -0.668
C -0.210 -0.209 -7.121 -0.130
C 0.040 0.977 -6.511 -0.038
C -0.339 1.194 -5.159 -0.001
C -0.880 0.126 -4.441 -0.159
C -0.918 -1.152 -5.000 -0.037
C -1.243 0.237 -3.022 -0.673
O -1.767 -0.707 -2.370 -0.232
O -0.983 1.325 -2.420 -0.215
H 0.043 -0.404 -8.143 0.109
H 0.413 1.801 -7.073 0.109
H -0.328 2.149 -4.627 0.121
H -1.234 -1.976 -4.385 0.109
N -1.947 4.433 1.796 0.072
C -2.629 4.681 0.649 -0.035
C -2.246 3.629 -0.147 -0.121
N -1.422 2.723 0.568 -0.093
C -1.303 3.282 1.751 -0.208
H -2.035 5.001 2.603 0.160
H -3.260 5.559 0.575 0.138
H -2.497 3.454 -1.140 0.079
H -0.730 2.907 2.579 0.112
Br -7.209 -1.402 0.462 0.774
C -7.264 0.474 0.551 -0.712
C -8.316 1.056 1.298 -0.122
C -8.387 2.401 1.389 -0.063
C -7.332 3.210 0.924 -0.056
C -6.265 2.648 0.279 -0.167
C -6.183 1.262 0.111 -0.674
I -4.549 0.497 -1.001 1.030
H -9.119 0.455 1.722 0.117
H -9.182 2.779 1.970 0.107
H -7.369 4.304 0.957 0.120
H -5.451 3.234 -0.048 0.065

***

Record 3
180
Properties=species:S:1:pos:R:3:lowdin_charge:R:1 method="wB97M-V/def2-TZVPD" charge=0 lumo_ev=-0.084 e_above_lowest_ev=0.101 orbital_gap_ev=7.94 max_force_ha_per_bohr=0.0735
C -3.745 5.620 -1.845 -0.077
C -2.628 5.720 -2.866 -0.203
O -1.379 5.270 -2.168 -0.193
P -0.521 4.131 -2.843 0.364
O -0.177 4.523 -4.207 -0.230
O -1.341 2.739 -2.819 -0.187
C -2.211 2.172 -1.839 -0.242
C -3.499 1.707 -2.488 -0.024
O 0.629 3.843 -1.800 -0.199
C 1.847 4.647 -1.663 -0.183
C 2.341 4.299 -0.232 -0.053
H -4.104 4.646 -1.515 0.060
H -3.526 6.176 -0.870 0.107
H -4.565 6.090 -2.333 0.060
H -2.777 5.128 -3.812 0.128
H -2.541 6.754 -3.210 0.118
H -1.743 1.370 -1.271 0.089
H -2.453 2.948 -1.153 0.089
H -3.225 0.955 -3.172 0.049
H -4.156 1.328 -1.730 0.061
H -3.953 2.448 -3.074 0.065
H 2.524 4.321 -2.476 0.119
H 1.617 5.697 -1.817 0.117
H 2.530 3.268 -0.168 -0.016
H 3.302 4.811 -0.023 0.101
H 1.582 4.586 0.422 0.047
C 4.078 1.921 6.230 -0.057
C 4.015 3.099 5.292 -0.285
O 2.689 3.642 5.361 -0.194
P 2.039 4.401 4.072 0.441
O 0.823 5.148 4.429 -0.224
O 3.338 5.250 3.590 -0.184
C 3.639 6.316 4.475 -0.301
C 4.264 7.402 3.631 -0.058
O 1.826 3.427 2.889 -0.185
C 1.125 2.206 2.666 -0.228
C 1.577 1.110 3.595 -0.050
H 3.740 2.350 7.165 0.084
H 3.709 1.003 5.804 0.065
H 5.151 1.646 6.433 0.094
H 4.716 3.899 5.529 0.109
H 4.241 2.880 4.258 0.098
H 2.739 6.716 4.960 0.122
H 4.253 5.945 5.226 0.083
H 4.462 8.321 4.185 0.081
H 5.165 7.068 3.112 0.079
H 3.509 7.546 2.846 0.085
H 0.080 2.473 2.615 0.079
H 1.366 2.008 1.589 0.108
H 0.912 0.257 3.530 0.065
H 2.568 0.689 3.402 0.069
H 1.602 1.472 4.580 0.055
C -1.298 5.591 2.080 -0.082
C -1.754 4.876 3.293 -0.199
O -2.968 4.058 2.971 -0.184
P -2.915 2.548 2.516 0.390
O -1.907 2.160 1.506 -0.240
O -2.741 1.720 3.875 -0.155
C -1.858 0.619 3.965 -0.306
C -2.702 -0.627 4.016 -0.057
O -4.382 2.291 2.003 -0.168
C -4.744 1.082 1.198 -0.246
C -5.933 1.358 0.404 -0.080
H -0.368 6.063 2.332 0.065
H -1.005 5.008 1.236 0.059
H -1.969 6.353 1.663 0.086
H -1.023 4.287 3.794 0.069
H -2.258 5.649 3.969 0.152
H -1.125 0.553 3.203 0.060
H -1.296 0.746 4.869 0.119
H -1.994 -1.450 4.208 0.084
H -3.484 -0.451 4.812 0.110
H -3.163 -0.754 2.982 0.060
H -3.824 0.728 0.688 0.091
H -4.844 0.241 1.872 0.101
H -5.879 2.406 0.010 0.104
H -6.040 0.601 -0.349 0.057
H -6.799 1.317 1.044 0.079
C -3.444 -4.398 2.900 -0.055
C -4.099 -3.333 1.880 -0.270
O -4.571 -3.945 0.708 -0.192
P -5.843 -3.327 0.007 0.397
O -5.700 -1.955 -0.526 -0.228
O -6.079 -4.413 -1.139 -0.179
C -6.111 -4.076 -2.552 -0.254
C -4.691 -4.022 -3.039 -0.083
O -6.918 -3.662 1.135 -0.186
C -8.140 -2.837 1.189 -0.225
C -9.284 -3.820 0.959 -0.079
H -4.277 -4.915 3.291 0.041
H -2.788 -5.163 2.455 0.033
H -2.941 -3.936 3.810 0.088
H -4.877 -2.751 2.391 0.117
H -3.175 -2.780 1.649 0.065
H -6.789 -4.794 -3.069 0.132
H -6.584 -3.134 -2.683 0.094
H -4.687 -3.934 -4.134 0.078
H -4.200 -3.122 -2.680 0.066
H -4.095 -4.949 -2.777 0.104
H -8.169 -2.303 2.124 0.116
H -8.207 -2.156 0.337 0.109
H -10.164 -3.313 1.347 0.070
H -9.480 -4.100 -0.096 0.086
H -9.088 -4.754 1.532 0.091
C 4.755 -4.220 -1.062 -0.037
C 3.896 -2.984 -1.566 -0.197
O 2.634 -3.061 -0.811 -0.233
P 1.907 -1.769 -0.194 0.370
O 2.484 -1.451 1.127 -0.262
O 0.394 -2.215 -0.105 -0.230
C -0.523 -1.639 0.900 -0.221
C -1.749 -1.074 0.241 -0.059
O 2.108 -0.579 -1.179 -0.185
C 1.632 -0.542 -2.602 -0.169
C 1.578 0.887 -3.107 -0.061
H 5.793 -3.951 -0.880 0.064
H 4.329 -4.466 -0.146 0.020
H 4.485 -4.947 -1.860 0.091
H 4.425 -2.103 -1.281 0.019
H 3.740 -3.095 -2.623 0.092
H -0.731 -2.470 1.612 0.108
H 0.016 -0.864 1.438 0.098
H -2.449 -0.812 1.032 0.043
H -1.558 -0.129 -0.256 0.057
H -2.289 -1.770 -0.347 0.063
H 2.312 -1.114 -3.241 0.102
H 0.591 -0.944 -2.614 0.125
H 2.493 1.445 -2.979 0.073
H 1.511 0.922 -4.197 0.064
H 0.708 1.473 -2.799 0.054
N 3.407 -3.471 2.948 -0.052
C 3.025 -4.288 3.945 -0.199
C 4.226 -4.739 4.541 -0.078
C 5.294 -3.950 3.962 -0.090
C 4.724 -3.190 2.983 -0.158
H 2.796 -2.947 2.319 0.077
H 1.952 -4.559 4.026 0.088
H 4.300 -5.450 5.304 0.065
H 6.306 -3.833 4.267 0.083
H 5.141 -2.608 2.184 0.073
N 2.750 -2.672 -5.778 -0.003
C 2.986 -3.995 -5.489 -0.131
C 4.341 -4.120 -5.442 -0.112
C 4.920 -2.808 -5.666 -0.085
C 3.864 -1.982 -5.957 -0.164
H 1.859 -2.259 -5.770 0.091
H 2.281 -4.721 -5.071 0.118
H 4.859 -4.964 -5.113 0.073
H 5.957 -2.529 -5.529 0.089
H 3.693 -0.910 -6.061 0.118
N -0.046 -1.316 -7.060 -0.010
C -0.491 -0.221 -6.417 -0.152
C -1.289 -0.576 -5.349 -0.064
C -1.351 -2.009 -5.463 -0.112
C -0.642 -2.417 -6.543 -0.173
H 0.479 -1.317 -7.932 0.162
H -0.243 0.816 -6.711 0.128
H -1.645 0.029 -4.572 0.061
H -1.835 -2.763 -4.888 0.079
H -0.481 -3.429 -6.973 0.131
C 0.500 -5.311 -0.258 -1.572
Br 1.653 -5.480 1.378 0.647
Br -1.324 -4.884 -0.021 0.727
Br 0.595 -6.873 -1.336 0.600
H 0.945 -4.465 -0.778 -0.063
C 2.523 4.763 -6.144 -1.473
Br 3.884 6.269 -5.858 0.451
Br 3.621 3.112 -6.055 0.479
Br 1.829 4.950 -7.923 0.559
H 1.717 4.709 -5.418 -0.061
C 6.121 -7.258 0.888 -1.628
Br 4.362 -7.790 1.558 0.521
Br 6.576 -8.145 -0.743 0.577
Br 7.360 -7.580 2.347 0.546
H 6.181 -6.160 0.648 -0.021
C 5.319 -0.035 1.429 -1.650
Br 4.230 1.437 0.860 0.702
Br 6.569 0.491 2.715 0.619
Br 6.369 -0.842 0.008 0.643
H 4.559 -0.710 1.839 -0.063

***

Record 4
68
Properties=species:S:1:pos:R:3:lowdin_charge:R:1 method="wB97M-V/def2-TZVPD" charge=0 lumo_ev=-0.039 e_above_lowest_ev=0.500 orbital_gap_ev=8.15 max_force_ha_per_bohr=0.0247 smiles="COCCCNC(=O)CSc1nc2cc(C(=O)NCCOC)ccc2c(=O)n1Cc1ccc2c(c1)OCO2"
C -1.080 -2.220 1.066 -0.091
O -0.075 -1.342 1.500 -0.181
C -0.564 -0.086 1.911 -0.227
C 0.598 0.703 2.505 -0.132
C 0.231 2.154 2.809 -0.161
N 0.000 2.922 1.606 0.065
C -1.202 3.434 1.290 -0.581
O -2.182 3.370 2.001 0.044
C -1.235 4.141 -0.064 -0.336
S -2.218 3.142 -1.220 1.040
C -1.149 1.759 -1.418 -0.559
N 0.080 1.918 -1.072 0.095
C 0.932 0.854 -1.171 -0.201
C 2.248 0.983 -0.724 0.045
C 3.114 -0.092 -0.784 -0.116
C 4.494 0.115 -0.246 -0.449
O 4.720 0.881 0.671 0.072
N 5.466 -0.580 -0.882 0.069
C 6.843 -0.542 -0.461 -0.152
C 7.248 -1.850 0.247 -0.218
O 8.627 -1.948 0.492 -0.188
C 9.103 -1.105 1.515 -0.108
C 2.671 -1.324 -1.280 -0.013
C 1.379 -1.461 -1.733 0.013
C 0.502 -0.377 -1.693 -0.062
C -0.877 -0.520 -2.141 -0.362
O -1.350 -1.516 -2.645 0.093
N -1.675 0.617 -1.936 0.031
C -3.104 0.455 -2.195 -0.105
C -3.742 -0.279 -1.040 -0.203
C -3.934 0.363 0.175 -0.041
C -4.444 -0.305 1.286 0.021
C -4.753 -1.634 1.129 -0.211
C -4.568 -2.284 -0.093 -0.199
C -4.062 -1.633 -1.190 0.049
O -4.953 -3.593 0.027 0.039
C -5.387 -3.748 1.360 -0.159
O -5.250 -2.521 2.045 0.036
H -1.819 -2.399 1.857 0.092
H -0.585 -3.155 0.809 0.095
H -1.604 -1.834 0.184 0.073
H -1.364 -0.213 2.657 0.133
H -1.002 0.448 1.053 0.109
H 1.434 0.668 1.803 0.102
H 0.919 0.213 3.424 0.121
H 1.046 2.621 3.371 0.122
H -0.687 2.207 3.399 0.122
H 0.715 2.880 0.894 0.113
H -1.787 5.076 0.025 0.088
H -0.250 4.303 -0.495 0.076
H 2.599 1.924 -0.327 0.127
H 5.222 -1.206 -1.632 0.133
H 7.495 -0.386 -1.326 0.132
H 6.936 0.305 0.223 0.116
H 6.676 -1.946 1.182 0.128
H 7.013 -2.700 -0.401 0.124
H 9.082 -0.051 1.221 0.085
H 10.133 -1.404 1.699 0.089
H 8.517 -1.229 2.433 0.092
H 3.327 -2.181 -1.279 0.112
H 1.011 -2.401 -2.115 0.125
H -3.547 1.441 -2.340 0.087
H -3.199 -0.133 -3.111 0.132
H -3.690 1.408 0.279 0.078
H -4.586 0.201 2.225 0.124
H -3.897 -2.150 -2.119 0.128
H -6.444 -4.060 1.371 0.140
H -4.778 -4.519 1.860 0.139